DFT (wB97M-V/def2-TZVPD) results for C12H21AsO6P2SW as an isolated structure.

Last column: natural (NBO) charge in e.
Cartesian coordinates (Å):
W 0.39713 -0.64537 -0.43920  1.91
C -3.06261 -0.91867 0.82596  -0.97
P -1.41588 -0.62294 1.47542  1.20
C -1.30522 1.03947 2.18413  -0.98
C -0.96482 -1.91676 2.65005  -0.75
C 0.49794 -1.79125 3.08443  -0.73
P 1.65054 -1.55563 1.68155  1.14
C 2.46898 -3.10536 1.27162  -0.96
C 2.83737 -0.26131 2.09508  -0.96
H -3.76717 -0.84370 1.66418  0.33
H -3.15259 -1.92102 0.40510  0.30
H -3.33603 -0.15346 0.09898  0.29
H -1.66747 0.99523 3.21861  0.33
H -1.95717 1.71201 1.62231  0.31
H -0.29310 1.44959 2.20842  0.27
H -1.16915 -2.88016 2.17103  0.29
H -1.63591 -1.85150 3.51417  0.33
H 0.81650 -2.69778 3.60755  0.32
H 0.65039 -0.95277 3.76893  0.29
H 3.14638 -3.34168 2.10114  0.32
H 3.05218 -3.01708 0.35551  0.29
H 1.74177 -3.91452 1.17928  0.30
H 3.29715 -0.49653 3.06205  0.33
H 2.35144 0.71196 2.18052  0.28
H 3.64016 -0.22762 1.35617  0.29
O 3.45173 0.34006 -3.03583  -0.90
As 1.91081 -0.10285 -2.58218  2.38
O 1.78689 -1.49702 -1.45804  -0.91
O 1.27642 0.83692 -1.12508  -0.84
C 0.72012 -0.41760 -4.00663  -0.37
C 1.27002 -0.24009 -5.26829  -0.13
C 0.54729 -0.63898 -6.40376  -0.11
C -0.69459 -1.22189 -6.26453  -0.09
C -1.26947 -1.38432 -4.98933  -0.07
C -0.57905 -0.99415 -3.86211  -0.42
S -1.49050 -1.09029 -2.35281  2.34
O -2.83239 -1.43680 -2.51846  -0.72
O -1.11916 0.18476 -1.58196  -0.89
O -0.70643 -2.00666 -1.32238  -0.82
H 4.05539 0.81746 -2.42764  0.59
H 2.25739 0.19065 -5.39759  0.28
H 0.98397 -0.48730 -7.38371  0.30
H -1.25582 -1.54155 -7.13470  0.30
H -2.27356 -1.78619 -4.90376  0.30

Values from the calculation:
- molar mass (g/mol) = 614.1
- HOMO level (eV) = -22.9724
- Kohn-Sham gap (eV) = 6.175
- charge = +4
- energy relative to the best compared isomer or geometry (same formula, charge and spin) (kcal per mole) = 120.5
- total energy (eV) = -117100.51716

DFT (wB97M-V/def2-TZVPD) results for C12H21B as an isolated structure.

Last column: natural (NBO) charge in e.
Cartesian coordinates (Å):
B 0.69931 1.45807 1.08381  0.95
C -0.63859 -0.19855 1.32940  0.04
C -1.54382 -1.15780 1.45562  0.01
C 0.41259 -0.24898 -1.06419  -0.41
C 1.21211 0.73030 -1.86123  -0.18
C 0.59038 -0.00764 0.45311  -0.61
C -0.54078 1.14942 2.01839  -0.84
C 1.68146 2.66664 0.92652  -1.03
C -2.70293 -1.01021 2.40233  -0.64
C -2.60522 -2.53160 -0.37397  -0.60
C 3.14935 1.47223 -3.23904  -0.63
C -1.49216 -2.44206 0.67190  -0.42
C 2.34704 0.46377 -2.48493  -0.18
H -0.64388 -0.12461 -1.30685  0.21
H 0.70710 -1.26548 -1.32807  0.21
H 0.81176 1.73555 -1.88432  0.18
H 1.41301 -0.64517 0.79814  0.25
H -0.35599 1.07734 3.09255  0.25
H 1.77422 2.98925 -0.10805  0.25
H 2.68339 2.35648 1.22435  0.26
H 1.41249 3.53241 1.52684  0.23
H -2.86876 -1.93626 2.95063  0.21
H -2.52389 -0.20942 3.11387  0.22
H -3.61610 -0.77743 1.85360  0.21
H -2.56463 -1.67735 -1.04650  0.20
H -2.49450 -3.43925 -0.96437  0.21
H -3.58389 -2.54922 0.09960  0.20
H 3.19673 1.21287 -4.29687  0.21
H 4.17078 1.50055 -2.86095  0.21
H 2.71136 2.46318 -3.14352  0.21
H -0.52646 -2.52332 0.17402  0.20
H -1.58774 -3.28776 1.35867  0.20
H 2.75066 -0.54075 -2.47124  0.19
H -1.43439 1.76478 1.90070  0.25

Values from the calculation:
- molar mass (g/mol) = 176.1
- HOMO level (eV) = -8.4344
- Kohn-Sham gap (eV) = 9.106
- total energy (eV) = -13459.50986

DFT (wB97M-V/def2-TZVPD) results for a 3-piece molecular cluster, C12H21BFN3O8S overall.

Last column: natural (NBO) charge in e.
Cartesian coordinates (Å):
O 4.60671 -3.44502 1.43402  -0.89
S 4.10652 -2.73801 0.31283  2.50
O 3.27387 -3.40127 -0.62371  -0.89
F 5.31063 -2.14524 -0.47405  -0.47
N 3.48120 -1.31088 0.90075  -0.41
C 2.13947 -1.49363 1.46686  0.08
O 1.17424 -1.09372 0.54392  -0.52
C -0.07351 -1.71417 0.70839  0.25
O -1.03219 -0.73829 0.43837  -0.53
C -2.33770 -1.15404 0.80524  -0.10
C -3.34812 -0.27013 0.07778  -0.08
O -4.49959 -0.98130 -0.35383  -0.72
O 3.54165 -0.28403 -0.04970  -0.55
B 4.46740 0.71995 0.27501  1.30
O 4.74339 1.03176 1.58074  -0.93
O 4.96642 1.42126 -0.77959  -0.90
H 2.08551 -0.89891 2.38320  0.19
H 2.04652 -2.55372 1.72601  0.19
H -0.19415 -2.09545 1.73436  0.14
H -0.16342 -2.54000 -0.01267  0.15
H -2.51762 -2.19655 0.51488  0.17
H -2.45164 -1.08009 1.89301  0.17
H -2.82355 0.17811 -0.77075  0.18
H -3.69160 0.54666 0.70948  0.18
H -4.31561 -1.37216 -1.20967  0.47
H 5.50109 0.58973 1.96155  0.51
H 5.24741 0.87313 -1.51674  0.51
C 1.77738 -0.91995 -2.85501  -0.30
C 3.13371 -1.22859 -3.14326  -0.30
C 3.41153 -0.72623 -4.38750  -0.09
N 2.27520 -0.13072 -4.86326  -0.51
C 1.27546 -0.24477 -3.93447  -0.08
H 1.24265 -1.15904 -1.95247  0.23
H 3.82859 -1.75038 -2.50980  0.22
H 4.31600 -0.74318 -4.97167  0.21
H 2.18831 0.31973 -5.75478  0.41
H 0.29808 0.16798 -4.11712  0.21
C -5.48935 3.92215 3.56152  -0.31
C -4.75829 4.51823 2.49758  -0.30
C -4.78799 3.64539 1.44305  -0.08
N -5.50585 2.54688 1.82982  -0.51
C -5.93818 2.70706 3.11769  -0.08
H -5.66491 4.33871 4.53913  0.22
H -4.26824 5.47728 2.50642  0.22
H -4.36188 3.71324 0.45675  0.21
H -5.69076 1.74413 1.25564  0.41
H -6.52478 1.94811 3.60604  0.21

Values from the calculation:
- molar mass (g/mol) = 397.2
- SMILES string = O=S(=O)(F)N(COCOCCO)OB(O)O.c1cc[nH]c1.c1cc[nH]c1
- HOMO level (eV) = -8.2145
- Kohn-Sham gap (eV) = 8.582
- energy relative to the best compared isomer or geometry (same formula, charge and spin) (kcal per mole) = 0.0
- total energy (eV) = -47863.40419

Look up the Kohn-Sham gap of the first one. 6.175 eV

Copy entry 1 word for word.
DFT (wB97M-V/def2-TZVPD) results for C12H21AsO6P2SW as an isolated structure.

Last column: natural (NBO) charge in e.
Cartesian coordinates (Å):
W 0.39713 -0.64537 -0.43920  1.91
C -3.06261 -0.91867 0.82596  -0.97
P -1.41588 -0.62294 1.47542  1.20
C -1.30522 1.03947 2.18413  -0.98
C -0.96482 -1.91676 2.65005  -0.75
C 0.49794 -1.79125 3.08443  -0.73
P 1.65054 -1.55563 1.68155  1.14
C 2.46898 -3.10536 1.27162  -0.96
C 2.83737 -0.26131 2.09508  -0.96
H -3.76717 -0.84370 1.66418  0.33
H -3.15259 -1.92102 0.40510  0.30
H -3.33603 -0.15346 0.09898  0.29
H -1.66747 0.99523 3.21861  0.33
H -1.95717 1.71201 1.62231  0.31
H -0.29310 1.44959 2.20842  0.27
H -1.16915 -2.88016 2.17103  0.29
H -1.63591 -1.85150 3.51417  0.33
H 0.81650 -2.69778 3.60755  0.32
H 0.65039 -0.95277 3.76893  0.29
H 3.14638 -3.34168 2.10114  0.32
H 3.05218 -3.01708 0.35551  0.29
H 1.74177 -3.91452 1.17928  0.30
H 3.29715 -0.49653 3.06205  0.33
H 2.35144 0.71196 2.18052  0.28
H 3.64016 -0.22762 1.35617  0.29
O 3.45173 0.34006 -3.03583  -0.90
As 1.91081 -0.10285 -2.58218  2.38
O 1.78689 -1.49702 -1.45804  -0.91
O 1.27642 0.83692 -1.12508  -0.84
C 0.72012 -0.41760 -4.00663  -0.37
C 1.27002 -0.24009 -5.26829  -0.13
C 0.54729 -0.63898 -6.40376  -0.11
C -0.69459 -1.22189 -6.26453  -0.09
C -1.26947 -1.38432 -4.98933  -0.07
C -0.57905 -0.99415 -3.86211  -0.42
S -1.49050 -1.09029 -2.35281  2.34
O -2.83239 -1.43680 -2.51846  -0.72
O -1.11916 0.18476 -1.58196  -0.89
O -0.70643 -2.00666 -1.32238  -0.82
H 4.05539 0.81746 -2.42764  0.59
H 2.25739 0.19065 -5.39759  0.28
H 0.98397 -0.48730 -7.38371  0.30
H -1.25582 -1.54155 -7.13470  0.30
H -2.27356 -1.78619 -4.90376  0.30

Values from the calculation:
- molar mass (g/mol) = 614.1
- HOMO level (eV) = -22.9724
- Kohn-Sham gap (eV) = 6.175
- charge = +4
- energy relative to the best compared isomer or geometry (same formula, charge and spin) (kcal per mole) = 120.5
- total energy (eV) = -117100.51716

Which value of total energy does entry 3 give? -47863.40419 eV